# 1
{
  "formula": "C12H21Br3NO10S",
  "method": "ωB97M-V with the def2-TZVPD basis set",
  "species": ["N", "O", "O", "O", "O", "C", "O", "C", "C", "C", "H", "H", "H", "H", "H", "H", "O", "C", "O", "C", "C", "C", "H", "H", "H", "H", "H", "H", "O", "S", "O", "O", "C", "C", "C", "H", "H", "H", "H", "H", "H", "H", "H", "C", "Br", "Br", "Br", "H"],
  "positions_angstrom": [[-1.654, 2.656, 0.153], [-0.663, 2.764, 0.934], [-2.365, 3.657, -0.104], [-1.934, 1.523, -0.386], [5.495, 0.735, 0.263], [4.370, 1.093, 0.109], [3.582, 1.465, 1.122], [2.239, 1.862, 0.684], [2.154, 1.289, -0.731], [3.601, 1.146, -1.221], [2.104, 2.939, 0.717], [1.565, 1.354, 1.354], [1.603, 1.980, -1.376], [1.579, 0.381, -0.723], [4.051, 2.028, -1.676], [3.697, 0.189, -1.723], [2.523, -2.665, 1.566], [1.470, -2.160, 1.830], [1.024, -1.027, 1.272], [-0.271, -0.601, 1.813], [-0.544, -1.565, 2.975], [0.374, -2.785, 2.682], [-1.045, -0.661, 1.050], [-0.065, 0.418, 2.126], [-1.621, -1.705, 3.065], [-0.196, -1.145, 3.927], [-0.235, -3.376, 1.985], [0.685, -3.345, 3.550], [-3.001, -0.058, -2.856], [-2.902, -1.168, -3.746], [-3.129, -1.094, -5.143], [-1.525, -1.927, -3.530], [-0.800, -1.924, -2.278], [0.640, -2.168, -2.686], [-3.990, -2.471, -3.135], [-1.098, -2.749, -1.626], [-1.001, -0.963, -1.797], [1.209, -2.322, -1.771], [1.083, -1.390, -3.298], [0.614, -3.109, -3.239], [-4.330, -2.364, -2.111], [-3.454, -3.412, -3.243], [-4.831, -2.514, -3.825], [-1.086, 4.623, 3.688], [-1.082, 2.812, 4.312], [0.742, 5.344, 3.576], [-2.117, 5.790, 4.802], [-1.463, 4.617, 2.672]],
  "gap_ev": 7.636,
  "homo_energy_ev": -5.429,
  "fmax_ev_per_a": 2.72,
  "charge": -1,
  "de_lowest_kj_mol": 9.7,
  "e_tot_ev": -255710.40027
}

=====

# 2
{
  "formula": "C12H21BrClN5OP",
  "method": "ωB97M-V with the def2-TZVPD basis set",
  "species": ["C", "C", "C", "Cl", "N", "C", "N", "N", "P", "O", "Br", "H", "H", "H", "H", "H", "H", "H", "H", "H", "H", "H", "N", "C", "C", "C", "C", "H", "H", "H", "H", "H", "N", "C", "C", "C", "C", "H", "H", "H", "H", "H"],
  "positions_angstrom": [[-0.312, 1.996, 2.577], [-1.680, 1.996, 1.906], [-2.774, 1.590, 2.876], [-3.279, 2.975, 3.884], [-3.999, 0.986, 2.287], [-5.054, 1.801, 1.957], [-4.946, 2.589, 0.861], [-6.150, 1.878, 2.705], [-4.042, -0.732, 1.986], [-5.598, -0.768, 1.479], [-3.046, -0.850, 0.005], [-0.285, 2.687, 3.418], [-0.063, 1.003, 2.953], [0.454, 2.281, 1.862], [-1.895, 3.000, 1.535], [-1.692, 1.325, 1.051], [-2.399, 0.845, 3.578], [-5.574, 3.387, 0.921], [-5.066, 2.151, -0.051], [-7.027, 1.633, 2.254], [-6.061, 1.411, 3.602], [-6.090, -1.445, 1.964], [0.276, -1.111, -1.714], [0.934, -0.674, -2.834], [1.893, -1.599, -3.142], [1.812, -2.637, -2.172], [0.806, -2.308, -1.306], [-0.478, -0.632, -1.262], [0.665, 0.252, -3.314], [2.579, -1.543, -3.971], [2.425, -3.521, -2.122], [0.423, -2.822, -0.440], [6.420, -1.326, -1.215], [5.390, -1.303, -2.115], [5.912, -1.573, -3.353], [7.311, -1.769, -3.191], [7.593, -1.611, -1.861], [6.331, -1.160, -0.231], [4.379, -1.099, -1.805], [5.355, -1.624, -4.274], [8.026, -1.999, -3.962], [8.523, -1.677, -1.324]],
  "gap_ev": 4.351,
  "homo_energy_ev": -9.339,
  "fmax_ev_per_a": 1.50,
  "charge": 1,
  "e_tot_ev": -114130.60062
}

=====

# 3
{
  "formula": "C12H21F9GeIrO2Se2",
  "method": "ωB97M-V with the def2-TZVPD basis set",
  "species": ["Ir", "C", "Se", "C", "C", "Se", "C", "H", "H", "H", "H", "H", "H", "H", "H", "H", "H", "O", "F", "C", "F", "F", "C", "O", "C", "F", "F", "F", "C", "F", "F", "F", "C", "Ge", "C", "C", "C", "H", "H", "H", "H", "H", "H", "H", "H", "H", "H", "H"],
  "positions_angstrom": [[-0.519, -0.079, -0.165], [-3.054, 3.733, 1.258], [-2.094, 2.029, 1.086], [-0.388, 2.996, 1.270], [0.141, 3.578, -0.029], [0.602, 2.158, -1.272], [1.297, 3.219, -2.759], [-2.821, 4.121, 2.246], [-4.121, 3.545, 1.175], [-2.750, 4.423, 0.476], [0.328, 2.315, 1.728], [-0.567, 3.808, 1.975], [1.055, 4.144, 0.161], [-0.587, 4.235, -0.506], [2.169, 3.777, -2.426], [0.513, 3.882, -3.114], [1.575, 2.516, -3.539], [-2.006, -0.684, -0.727], [-0.604, -2.770, 2.028], [0.492, -2.348, 2.666], [1.546, -2.746, 1.941], [0.555, -2.977, 3.842], [0.470, -0.785, 2.790], [0.413, -0.217, 1.570], [-0.766, -0.378, 3.658], [-0.811, 0.951, 3.805], [-0.749, -0.914, 4.882], [-1.896, -0.753, 3.056], [1.778, -0.298, 3.477], [1.777, 1.037, 3.591], [2.843, -0.625, 2.743], [1.939, -0.813, 4.698], [-0.419, -1.199, -3.887], [0.211, -2.393, -2.469], [1.744, -3.437, -3.110], [-1.199, -3.627, -1.941], [0.869, -1.314, -0.962], [-0.746, -1.772, -4.756], [0.376, -0.522, -4.208], [-1.260, -0.606, -3.527], [1.448, -4.051, -3.962], [2.111, -4.097, -2.322], [2.565, -2.790, -3.423], [-1.501, -4.228, -2.800], [-2.063, -3.083, -1.565], [-0.844, -4.301, -1.160], [1.699, -0.693, -1.314], [1.249, -1.967, -0.178]],
  "gap_ev": [7.467, 6.953],
  "homo_energy_ev": [-8.242, -8.094],
  "fmax_ev_per_a": 1.99,
  "de_lowest_kj_mol": 176.4,
  "multiplicity": 2,
  "e_tot_ev": -231381.51649
}

=====

# 4
{
  "formula": "C12H21MgO8S3",
  "method": "ωB97M-V with the def2-TZVPD basis set",
  "species": ["Mg", "C", "C", "C", "O", "C", "C", "C", "O", "O", "O", "H", "H", "O", "H", "C", "S", "O", "C", "H", "H", "H", "H", "H", "H", "C", "S", "O", "C", "H", "H", "H", "H", "H", "H", "C", "S", "O", "C", "H", "H", "H", "H", "H", "H"],
  "positions_angstrom": [[-0.384, 0.484, 1.606], [2.603, 0.333, -3.617], [3.769, 0.997, -4.272], [4.318, 2.242, -3.352], [5.372, 2.779, -3.616], [3.654, 2.626, -2.085], [2.748, 1.772, -1.598], [2.156, 0.673, -2.419], [1.294, -0.149, -1.960], [2.385, 1.956, -0.363], [4.220, 0.850, -5.409], [2.271, -0.562, -4.123], [4.054, 3.503, -1.597], [-1.052, 1.441, 4.021], [-1.662, 1.175, 4.736], [-2.295, 2.674, -3.434], [-2.685, 3.251, -1.690], [-2.169, 2.180, -0.712], [-1.792, 4.853, -1.736], [-2.276, 1.584, -3.400], [-1.337, 3.129, -3.688], [-3.008, 2.958, -4.208], [-0.719, 4.772, -1.911], [-1.842, 5.294, -0.740], [-2.244, 5.609, -2.378], [2.814, -4.323, 1.306], [2.542, -3.223, 2.776], [1.896, -1.921, 2.315], [4.451, -2.890, 3.010], [1.916, -4.572, 0.739], [3.384, -5.203, 1.601], [3.470, -3.689, 0.711], [4.652, -2.596, 4.041], [4.770, -2.162, 2.264], [5.048, -3.758, 2.734], [-5.562, -1.712, 1.513], [-4.256, -2.763, 2.186], [-2.972, -1.892, 2.245], [-4.884, -2.817, 3.923], [-5.634, -0.739, 2.000], [-6.550, -2.150, 1.369], [-5.195, -1.433, 0.525], [-4.246, -3.440, 4.549], [-5.846, -3.329, 3.908], [-5.176, -1.812, 4.229]],
  "gap_ev": 3.226,
  "homo_energy_ev": -3.014,
  "fmax_ev_per_a": 6.62,
  "charge": -1,
  "de_lowest_kj_mol": 903.8,
  "e_tot_ev": -67107.02619
}

=====

# 5
{
  "formula": "C12H21N3O2",
  "method": "ωB97M-V with the def2-TZVPD basis set",
  "species": ["O", "C", "N", "C", "O", "N", "H", "C", "C", "H", "H", "C", "H", "H", "C", "H", "H", "C", "H", "H", "H", "H", "C", "N", "C", "H", "C", "H", "H", "C", "H", "H", "C", "H", "H", "H", "H", "H"],
  "positions_angstrom": [[-0.314, -1.020, 1.422], [-0.936, -0.060, 1.198], [-0.512, 1.222, 0.644], [0.628, 1.421, 0.034], [0.720, 2.364, -0.609], [1.434, 0.400, 0.174], [1.148, -0.508, 0.751], [2.784, 0.628, -0.584], [2.994, -0.482, -1.578], [2.220, -0.714, -2.133], [3.835, -0.032, -2.093], [3.281, -1.639, -0.733], [4.114, -2.569, -1.256], [2.506, -2.230, -0.399], [3.954, -1.205, 0.561], [4.920, -1.550, 0.969], [3.412, -1.705, 1.588], [3.852, 0.287, 0.668], [3.758, 0.918, 1.476], [4.804, 0.795, 0.345], [2.821, 1.603, -0.986], [-1.453, 1.987, 0.763], [-2.576, 0.029, 1.626], [-3.519, -0.350, 0.637], [-3.122, -1.438, -0.513], [-3.975, -2.023, -0.636], [-2.243, -1.363, -1.472], [-1.159, -1.081, -1.245], [-2.507, -1.855, -2.221], [-2.635, 0.238, -1.660], [-1.794, 1.051, -1.796], [-3.214, 0.357, -2.812], [-3.594, 0.656, -0.544], [-4.684, 0.416, -0.931], [-3.511, 1.552, -0.160], [-2.577, -2.126, 0.410], [-2.855, 0.876, 1.827], [-2.705, -0.849, 2.589]],
  "gap_ev": 9.387,
  "homo_energy_ev": -8.781,
  "fmax_ev_per_a": 17.01,
  "de_lowest_kj_mol": 1259.0,
  "e_tot_ev": -21338.81440
}